Below is an isolated molecule of C6H13N, with properties calculated with the ωB97M-V functional and the def2-TZVPD basis.

```
20
C6H13N, DFT the ωB97M-V functional and the def2-TZVPD basis
C -2.674 -0.703 -1.307
C -1.261 -0.691 -0.728
N 1.536 0.813 -0.412
C 2.911 0.577 -0.026
C 0.585 0.527 0.381
C 0.727 -0.044 1.783
C -0.824 0.664 -0.154
H -2.712 -0.186 -2.272
H -3.021 -1.730 -1.465
H -3.388 -0.212 -0.635
H -1.176 -1.454 0.058
H 3.433 1.537 0.057
H 3.056 0.022 0.911
H 3.400 0.019 -0.834
H -0.253 -0.228 2.232
H 1.277 -0.992 1.779
H 1.273 0.646 2.436
H -0.539 -0.969 -1.506
H -0.833 1.428 -0.938
H -1.517 0.974 0.640
```

Calculated values
SMILES	CCC/C(C)=N/C
E_tot	-291.149597	hartree
total charge	0

***

Below is the ion C6H13N with charge +1 at a distorted geometry, with properties calculated with the ωB97M-V functional and the def2-TZVPD basis.

```
20
C6H13N, DFT the ωB97M-V functional and the def2-TZVPD basis
C 1.560 -1.077 1.293
C 1.194 0.415 1.031
N -1.430 -0.913 0.736
C -1.076 0.226 0.035
C 0.253 0.622 -0.151
C 0.857 0.635 -1.511
C -2.220 0.774 -0.849
H 1.212 -1.419 2.273
H 1.238 -1.621 0.387
H 2.630 -1.194 1.393
H 2.154 0.944 0.836
H 0.936 0.942 1.950
H -0.638 -1.528 0.856
H -2.233 -1.333 0.283
H 0.922 -0.394 -1.884
H 1.865 1.054 -1.555
H 0.247 1.254 -2.189
H -2.421 1.774 -0.458
H -3.120 0.243 -0.575
H -1.932 0.595 -1.899
```

Calculated values
E_tot	-290.843743	hartree
multiplicity	2
total charge	+1

***

Below is the ion C6H13N with charge +1 at a distorted geometry, with properties calculated with the ωB97M-V functional and the def2-TZVPD basis.

```
20
C6H13N, DFT the ωB97M-V functional and the def2-TZVPD basis
C -0.437 -2.205 -0.391
N 0.383 -0.980 0.023
C 0.918 -0.182 -1.140
C 0.915 1.268 -0.693
C 0.950 1.227 0.938
C -0.103 0.064 0.960
C -1.612 0.637 0.643
H -1.520 -2.108 -0.025
H -0.415 -2.512 -1.471
H 0.108 -3.185 0.012
H 0.216 -0.411 -2.092
H 1.772 -0.639 -1.442
H 1.858 1.777 -1.057
H 0.123 1.872 -1.070
H 0.653 2.125 1.562
H 1.958 0.978 1.321
H -0.093 -0.174 2.018
H -1.635 1.322 -0.285
H -2.369 -0.213 0.635
H -1.670 1.339 1.556
```

Calculated values
E_tot	-290.789472	hartree
multiplicity	2
total charge	+1

***

Below is the ion C6H13N2 with charge +1 at a distorted geometry, with properties calculated with the ωB97M-V functional and the def2-TZVPD basis.

```
21
C6H13N2, DFT the ωB97M-V functional and the def2-TZVPD basis
C 0.688 0.054 0.115
C -1.747 -0.660 0.787
C -0.977 -1.518 -0.291
C -1.390 0.755 0.559
C -1.867 1.472 -0.620
C 3.102 0.203 -0.061
N 0.443 -1.175 -0.183
N 1.788 0.667 0.287
H -2.829 -0.998 0.729
H -1.408 -0.967 1.657
H -1.104 -2.520 -0.092
H -1.236 -1.420 -1.322
H -1.159 1.525 1.305
H -1.202 2.476 -0.750
H -2.909 1.884 -0.557
H -1.661 0.651 -1.290
H 3.980 0.819 0.003
H 3.157 -0.322 -1.081
H 3.548 -0.563 0.660
H 1.019 -1.885 -0.648
H 1.765 1.522 0.793
```

Calculated values
E_tot	-345.571206	hartree
total charge	+1

***

Below is a cluster of 2 separate species, C6H13N2 in total at a distorted geometry, with properties calculated with the ωB97M-V functional and the def2-TZVPD basis.

```
21
C6H13N2, DFT the ωB97M-V functional and the def2-TZVPD basis
C -0.342 0.403 -0.535
C -3.392 0.404 0.810
C 0.851 0.922 -0.116
C -2.614 -0.740 0.340
C 1.766 -1.416 0.110
C 3.239 0.327 0.170
N 1.814 0.019 0.154
N -3.657 -0.151 -0.523
H -1.142 1.109 -0.726
H -0.585 -0.606 -0.657
H -4.140 0.031 1.499
H -3.033 1.528 0.894
H 1.017 1.931 0.002
H 2.141 -1.919 1.047
H 0.823 -2.019 -0.251
H 2.562 -1.587 -0.703
H 3.341 1.444 0.350
H 3.605 -0.113 1.077
H 3.640 0.035 -0.706
H -4.443 -0.728 -0.788
H -3.286 0.358 -1.275
```

Calculated values
E_tot	-345.409852	hartree
total charge	+1

***

Below is a cluster of 2 separate species, C6H13N2 in total, with properties calculated with the ωB97M-V functional and the def2-TZVPD basis.

```
21
C6H13N2, DFT the ωB97M-V functional and the def2-TZVPD basis
C -0.286 -1.973 1.946
C -0.627 -0.518 1.795
C 0.291 0.445 1.809
N 0.093 1.828 1.613
H 0.787 -2.130 1.836
H -0.600 -2.336 2.922
H -0.770 -2.578 1.177
H -1.678 -0.258 1.698
H 1.331 0.168 1.967
H 0.493 2.373 2.370
H -0.892 2.071 1.607
C -0.400 0.552 -2.450
C -1.448 -0.240 -2.598
C 1.837 0.751 -1.583
N 0.744 0.117 -1.720
H -0.334 1.569 -2.811
H -1.434 -1.256 -2.224
H -2.301 0.143 -3.136
H 2.599 0.315 -0.950
H 1.972 1.707 -2.072
H 0.622 -0.749 -1.197
```

Calculated values
E_tot	-345.612563	hartree
total charge	+1

***

Below is a cluster of 2 separate species, C6H13N2 in total at a distorted geometry, with properties calculated with the ωB97M-V functional and the def2-TZVPD basis.

```
21
C6H13N2, DFT the ωB97M-V functional and the def2-TZVPD basis
C 0.961 1.437 1.943
C 0.485 0.265 1.609
C -0.768 0.062 -0.138
C 0.696 -1.015 2.385
C 1.208 -0.376 -1.389
C -1.081 0.051 -2.448
N -0.209 -0.157 -1.283
N -2.040 0.291 0.040
H 1.689 1.550 2.655
H 0.648 2.309 1.459
H -0.211 -1.353 2.690
H 1.488 -0.901 3.241
H 1.160 -1.761 1.648
H 1.665 -1.315 -1.533
H 1.475 0.322 -2.279
H 1.726 -0.145 -0.512
H -0.505 0.197 -3.382
H -1.505 -0.853 -2.676
H -1.832 0.757 -2.361
H -2.316 0.868 0.806
H -2.734 -0.234 -0.475
```

Calculated values
E_tot	-345.546738	hartree
total charge	+1

***

Below is a cluster of 2 separate species, C6H13N2 in total at a distorted geometry, with properties calculated with the ωB97M-V functional and the def2-TZVPD basis.

```
21
C6H13N2, DFT the ωB97M-V functional and the def2-TZVPD basis
C -3.569 1.503 0.308
C -3.039 0.327 -0.126
C 2.317 0.155 0.182
C 1.426 1.198 -0.635
C 0.142 -0.606 -0.445
C 1.583 -2.183 0.874
N 1.259 -1.002 0.082
N 0.232 0.585 -1.063
H -3.110 2.066 1.130
H 2.112 -2.940 0.241
H -3.633 -0.410 -0.506
H 3.182 -0.304 -0.362
H 2.602 0.428 1.163
H 1.331 2.158 -0.043
H 2.105 1.375 -1.501
H -0.730 -1.208 -0.469
H -2.009 0.111 0.281
H 2.190 -1.688 1.765
H 0.566 -2.757 0.925
H -0.633 1.095 -1.566
H -4.323 2.097 -0.235
```

Calculated values
E_tot	-345.569919	hartree
total charge	+1

***

Below is the ion C6H13N2 with charge +1 at a distorted geometry, with properties calculated with the ωB97M-V functional and the def2-TZVPD basis.

```
21
C6H13N2, DFT the ωB97M-V functional and the def2-TZVPD basis
C -0.678 -1.640 -0.004
C 1.394 -0.233 0.129
C -1.921 0.565 0.285
C -3.285 0.924 -0.279
C 3.588 0.931 0.061
C 2.694 -0.228 -0.154
N 0.610 -1.379 -0.079
N -1.732 -0.877 0.184
H -0.915 -2.693 -0.130
H 0.892 0.623 0.550
H -1.852 0.865 1.336
H -4.080 0.453 0.295
H -3.364 0.611 -1.317
H -3.431 1.999 -0.235
H 3.865 1.367 -0.899
H 4.512 0.608 0.538
H 3.115 1.696 0.672
H 3.150 -1.111 -0.585
H -1.134 1.070 -0.280
H 1.189 -2.179 -0.320
H -2.615 -1.374 0.233
```

Calculated values
E_tot	-345.540525	hartree
multiplicity	3
total charge	+1

***

Below is the ion C6H13N2 with charge +1 at a distorted geometry, with properties calculated with the ωB97M-V functional and the def2-TZVPD basis.

```
21
C6H13N2, DFT the ωB97M-V functional and the def2-TZVPD basis
C 2.004 0.651 0.691
C -1.041 -0.740 0.322
C -0.025 0.115 -0.349
C -2.340 0.042 0.688
C -0.111 1.514 -0.733
C 1.922 -1.363 -0.544
N 1.374 -0.192 0.057
N -0.487 -1.043 -0.992
H 1.348 1.464 1.102
H 3.054 0.592 0.911
H -0.657 -1.449 1.047
H -3.279 -0.525 0.864
H -2.543 0.803 0.059
H -2.089 0.550 1.722
H 0.730 1.844 -1.159
H -0.414 2.256 0.118
H -0.910 1.709 -1.528
H 1.319 -2.126 -0.099
H 1.758 -1.336 -1.691
H 3.004 -1.495 -0.292
H -1.093 -1.019 -1.818
```

Calculated values
E_tot	-345.406921	hartree
multiplicity	3
total charge	+1

***

Below is a structure of composition C6H13N2O2 at a distorted geometry, with properties calculated with the ωB97M-V functional and the def2-TZVPD basis.

```
23
C6H13N2O2, DFT the ωB97M-V functional and the def2-TZVPD basis
C -1.370 0.018 -0.923
C 3.279 -1.298 0.432
C 0.056 2.081 -0.378
C -3.031 -0.140 0.772
C 1.751 -1.209 0.326
C 0.166 0.655 0.095
N -0.785 -0.415 -1.860
N -2.569 0.475 -0.463
O 0.228 -0.708 -2.384
O 1.262 0.064 -0.217
H 3.831 -1.260 -0.483
H 3.675 -0.370 0.966
H 3.576 -2.066 1.041
H 0.606 2.171 -1.346
H -1.031 2.446 -0.169
H 0.710 2.703 0.281
H -4.109 -0.510 0.666
H -2.921 0.668 1.599
H -2.427 -1.092 1.000
H 1.319 -1.344 1.346
H 1.305 -2.146 -0.233
H -0.367 0.341 1.057
H -3.152 0.934 -1.126
```

Calculated values
E_tot	-495.953899	hartree
total charge	+1

***

Below is a structure of composition C6H13N2O2 at a distorted geometry, with properties calculated with the ωB97M-V functional and the def2-TZVPD basis.

```
23
C6H13N2O2, DFT the ωB97M-V functional and the def2-TZVPD basis
C 0.054 1.073 0.433
C -1.661 0.445 -0.127
C 1.632 0.587 -1.147
C 0.606 -1.406 -0.009
C 2.215 0.131 1.336
C 1.073 0.063 0.161
N -2.223 1.089 -1.174
N -2.294 -0.434 0.574
O 0.043 2.161 0.802
O -3.541 -0.922 0.121
H 2.540 0.012 -1.577
H 1.999 1.533 -1.059
H 0.991 0.655 -2.016
H 1.358 -2.027 -0.336
H -0.169 -1.384 -0.675
H 0.275 -1.888 0.921
H 2.256 0.920 2.036
H 2.139 -0.803 1.979
H 3.157 0.034 0.860
H -1.873 1.918 -1.457
H -3.250 0.913 -1.353
H -1.924 -0.760 1.444
H -3.403 -1.909 0.264
```

Calculated values
E_tot	-496.050144	hartree
total charge	+1

***

Energy above the lowest of the compared OMol25 structures with the same formula, charge and spin for the records above, in order: 0.249 0.951 2.428 3.396 7.787 2.271 4.062 3.431 0.194 3.829 6.854 4.235 eV